Run A
Entry from OMol25: one molecule with the formula FHN2O2 (the ωB97M-V functional and the def2-TZVPD basis).

```
6
Properties=species:S:1:pos:R:3
N -1.48 0.60 -0.08
N -1.26 -0.65 -0.05
O 0.14 -0.73 -0.08
O -2.03 -1.57 0.03
F -2.83 0.82 0.00
H 0.46 0.12 0.36
```

The spin multiplicity is 1. The calculation puts the LUMO energy at 0.12 eV. Its SMILES is [O-]/[N+](O)=N\F. The frontier orbital gap comes out at 11.0 eV.

Run B
Entry from OMol25: a 2-piece molecular cluster, FHN2O2 overall (the ωB97M-V functional and the def2-TZVPD basis).

```
6
Properties=species:S:1:pos:R:3
N -1.00 0.10 -0.42
N 0.95 -0.37 0.04
O 1.25 -1.44 -0.10
O 1.34 0.71 0.33
F -0.80 1.40 0.02
H -1.73 -0.40 0.14
```

The spin multiplicity is 1. The calculation puts the LUMO energy (spin up / spin down) at -0.53 / -0.51 eV. The frontier orbital gap (spin up / spin down) comes out at 9.5 / 9.1 eV.

Tell me which of them is the most stable. Sure, it is run A.

Run A
Entry from OMol25: one molecule with the formula C4H6N2S (the ωB97M-V functional and the def2-TZVPD basis).

```
13
Properties=species:S:1:pos:R:3
C 0.24 -1.46 0.36
C 1.62 -1.09 0.17
C -1.54 0.24 0.70
C -2.52 1.01 -0.15
N -0.66 -0.50 0.33
N 3.31 0.54 -0.63
S 1.91 0.57 0.13
H -0.14 -2.54 0.44
H 2.51 -1.73 0.08
H -3.56 0.44 -0.17
H -2.03 1.01 -1.17
H -2.79 2.04 0.31
H 3.64 1.48 -0.41
```

The spin multiplicity is 1. The calculation puts the LUMO energy (spin up / spin down) at -0.27 / -0.39 eV. The frontier orbital gap (spin up / spin down) comes out at 6.8 / 7.0 eV.

Run B
Entry from OMol25: one molecule with the formula C4H6N2S (the ωB97M-V functional and the def2-TZVPD basis).

```
13
Properties=species:S:1:pos:R:3
C 0.95 -0.18 -0.13
C -0.38 0.30 0.17
C -0.69 1.58 0.35
C -1.50 -0.65 -0.04
H 0.76 -1.98 0.96
H 2.17 -1.74 -0.11
H 1.46 1.37 -1.05
H 0.02 2.37 0.26
H -1.70 1.98 0.65
H -1.06 -1.67 -0.22
N 1.21 -1.54 0.16
N 1.84 0.52 -0.69
S -3.07 -0.35 -0.31
```

The spin multiplicity is 1. The calculation puts the LUMO energy at -1.11 eV. Its SMILES is [H]/N=C(/N)C(=C)C=S. The frontier orbital gap comes out at 7.7 eV.

Tell me which of them is the most stable. Sure, it is run B.

Run A
Entry from OMol25: one molecule with the formula C4H6N2S (the ωB97M-V functional and the def2-TZVPD basis).

```
13
Properties=species:S:1:pos:R:3
C -0.62 -0.63 0.05
C 1.82 0.10 0.11
C -0.10 1.62 -0.15
C -1.23 -1.90 0.04
N -1.08 0.53 -0.17
N 1.27 1.31 0.21
S 3.14 -0.79 -0.03
H -0.30 2.25 -1.04
H -0.38 2.18 0.71
H -0.47 -2.68 -0.29
H -2.14 -2.00 -0.65
H -1.71 -2.15 0.97
H 1.79 2.17 0.25
```

The spin multiplicity is 1. The calculation puts the LUMO energy (spin up / spin down) at 0.25 / 0.15 eV. The frontier orbital gap (spin up / spin down) comes out at 7.4 / 7.5 eV.

Run B
Entry from OMol25: one molecule with the formula C4H6N2S (the ωB97M-V functional and the def2-TZVPD basis).

```
13
Properties=species:S:1:pos:R:3
C 1.80 -1.88 -1.30
C 0.68 -0.99 -0.84
C -0.61 -0.95 -1.20
C -0.29 0.53 0.32
H 1.61 -2.44 -2.20
H 2.65 -1.24 -1.50
H 2.15 -2.69 -0.60
H -1.09 -1.53 -1.96
H -2.41 -0.03 -0.42
H -1.92 1.58 1.66
N -1.28 -0.02 -0.48
N 0.88 -0.07 0.13
S -0.48 1.67 1.60
```

The spin multiplicity is 1. The calculation puts the LUMO energy at 0.45 eV. Its SMILES is Cc1c[nH]c(S)n1. The frontier orbital gap comes out at 8.4 eV.

Tell me which of them is the most stable. Sure, it is run B.

Run A
Entry from OMol25: C4H6N2S as an isolated structure (the ωB97M-V functional and the def2-TZVPD basis).

```
13
Properties=species:S:1:pos:R:3
C 3.51 0.89 -1.82
C 1.94 0.25 -1.50
C 1.09 -0.04 -0.68
C 0.00 -0.29 0.34
H 3.66 1.94 -0.94
H 3.26 1.05 -3.06
H 4.64 -0.03 -1.69
H 0.58 -2.18 1.12
H -1.05 1.15 -0.33
H -1.88 -0.55 2.23
N -0.02 -1.29 1.20
N -1.05 0.45 0.29
S -2.57 -0.02 0.89
```

The spin multiplicity is 1. The calculation puts the LUMO energy at 0.09 eV. The frontier orbital gap comes out at 8.7 eV.

Run B
Entry from OMol25: one molecule with the formula C4H6N2S (the ωB97M-V functional and the def2-TZVPD basis).

```
13
Properties=species:S:1:pos:R:3
C 1.39 -0.42 0.69
C 1.69 0.33 -0.57
C -0.22 1.08 0.80
C -1.64 -0.71 -0.52
N 0.42 0.02 1.35
N 0.94 1.29 -0.83
S -1.97 0.85 0.31
H 2.02 -1.25 1.07
H 2.43 0.03 -1.16
H -0.25 1.96 1.26
H -0.88 -0.65 -1.31
H -2.49 -1.13 -1.21
H -1.44 -1.42 0.13
```

The spin multiplicity is 1. The calculation puts the LUMO energy at 0.01 eV. The frontier orbital gap comes out at 8.8 eV.

Tell me which of them is the most stable. Sure, it is run B.

Run A
Entry from OMol25: one molecule with the formula C9H14N2 (the ωB97M-V functional and the def2-TZVPD basis).

```
25
Properties=species:S:1:pos:R:3
C -1.09 -1.24 -2.75
C -1.18 -1.98 -1.57
C -0.31 -0.05 -2.70
C -0.46 -1.83 -0.41
C 0.10 -2.34 0.68
C 0.32 2.36 0.31
C -0.74 0.57 1.71
C 1.73 0.55 1.38
C 0.34 0.88 0.70
N -0.02 0.59 -1.60
N 0.32 0.08 -0.50
H -1.46 -1.54 -3.72
H -1.81 -2.83 -1.48
H -0.30 0.77 -3.53
H 0.20 -1.83 1.56
H 0.18 -3.42 0.66
H 1.28 2.75 0.12
H -0.19 2.42 -0.61
H -0.21 2.99 0.98
H -0.79 -0.45 1.94
H -1.68 0.89 1.44
H -0.46 1.11 2.58
H 1.54 0.52 2.40
H 2.17 -0.36 1.07
H 2.52 1.40 1.37
```

The spin multiplicity is 1. The calculation puts the LUMO energy at 0.32 eV. Its SMILES is C=C=C/C=C\N=N\C(C)(C)C. The frontier orbital gap comes out at 8.1 eV.

Run B
Entry from OMol25: one molecule with the formula C9H14N2 (the ωB97M-V functional and the def2-TZVPD basis).

```
25
Properties=species:S:1:pos:R:3
C 1.37 -0.60 -0.47
C 3.42 -0.06 0.77
C 0.79 2.54 -0.20
C 2.76 -0.44 -0.30
C -0.73 -1.24 -1.29
C -0.21 0.61 0.42
C -1.31 -0.37 -0.08
C -1.56 -1.31 1.13
C -2.54 0.32 -0.46
N 0.67 -1.32 -1.20
N -0.11 1.68 -0.48
H 4.50 0.20 0.68
H 3.02 0.04 1.77
H 0.64 3.35 -0.97
H 1.41 2.73 0.63
H 3.42 -0.55 -1.13
H -1.06 -2.23 -1.02
H -1.02 -0.80 -2.26
H 0.02 0.62 1.52
H -2.02 -2.21 0.75
H -2.16 -0.89 2.00
H -0.68 -1.77 1.67
H -2.73 1.12 0.36
H -3.52 -0.14 -0.43
H -2.38 0.71 -1.42
```

The spin multiplicity is 1. The calculation puts the LUMO energy (spin up / spin down) at 0.36 / 0.36 eV. The frontier orbital gap (spin up / spin down) comes out at 8.0 / 8.0 eV.

Tell me which of them is the most stable. Sure, it is run B.

Run A
Entry from OMol25: one molecule with the formula C3H6N2O2S (the ωB97M-V functional and the def2-TZVPD basis).

```
14
Properties=species:S:1:pos:R:3
C -0.40 -1.85 1.19
C -0.05 -0.58 0.46
C -0.46 0.77 -1.49
H -0.78 -2.68 0.60
H 0.43 -2.26 1.75
H -1.09 -1.66 2.11
H -0.20 1.57 -0.66
H 0.52 2.35 -4.13
H 0.90 1.28 3.22
N -0.32 0.95 -2.82
N 0.46 0.40 1.05
O -0.53 -0.42 -0.79
O 0.44 2.31 -3.12
S 1.08 -0.18 2.64
```

The spin multiplicity is 1. The calculation puts the LUMO energy at 0.22 eV. Its SMILES is C/C(=N\S)O/C=N/O. The frontier orbital gap comes out at 9.3 eV.

Run B
Entry from OMol25: one molecule with the formula C3H6N2O2S (the ωB97M-V functional and the def2-TZVPD basis).

```
14
Properties=species:S:1:pos:R:3
C -0.13 -0.58 0.47
C -1.36 0.16 -0.02
C 2.22 -0.85 -0.26
H 2.37 1.25 0.32
H -0.08 -0.48 1.58
H -0.23 -1.65 0.21
H -0.27 1.70 -0.27
H 1.97 -1.92 -0.50
H 4.17 -0.95 -0.36
N 1.10 -0.07 -0.11
N 3.35 -0.30 -0.16
O 1.40 1.20 0.43
O -1.18 1.41 -0.40
S -2.82 -0.54 -0.03
```

The spin multiplicity is 1. The calculation puts the LUMO energy at 0.47 eV. Its SMILES is [H]/N=C/N(O)CC(O)=S. The frontier orbital gap comes out at 9.3 eV.

Tell me which of them is the most stable. Sure, it is run B.

Run A
Entry from OMol25: C5H12N3O as an isolated structure (the ωB97M-V functional and the def2-TZVPD basis).

```
21
Properties=species:S:1:pos:R:3
C -1.41 0.47 0.32
C 0.84 1.02 0.21
C -2.84 0.15 0.36
C 1.29 1.59 -1.07
C 1.62 -1.22 1.21
N -0.51 1.29 0.38
N -0.45 -1.13 0.00
N 0.83 -0.73 0.10
O -0.77 -1.17 -1.43
H 1.38 1.15 1.02
H -3.04 -0.87 0.79
H -3.38 0.16 -0.73
H -3.41 0.97 0.91
H 2.37 1.46 -1.28
H 1.19 2.70 -0.97
H 0.48 1.30 -1.88
H 1.49 -2.34 1.35
H 2.76 -0.95 0.91
H 1.35 -0.83 2.20
H 1.41 -0.91 -0.70
H -1.19 -2.10 -1.70
```

The spin multiplicity is 3. The calculation puts the LUMO energy (spin up / spin down) at -2.98 / -7.48 eV. The frontier orbital gap (spin up / spin down) comes out at 5.7 / 7.1 eV. The charge is +1.

Run B
Entry from OMol25: an isolated ion of composition C5H12N3O and charge +1 (the ωB97M-V functional and the def2-TZVPD basis).

```
21
Properties=species:S:1:pos:R:3
C 0.11 4.13 1.40
C -0.59 1.92 1.54
C 1.29 -1.29 0.16
C 0.25 -0.25 -1.75
C -0.86 -2.08 -0.57
N -0.11 3.02 1.97
N -0.08 1.40 0.49
N 0.02 -0.88 -0.44
O -0.65 0.09 0.27
H 0.83 4.78 1.84
H -0.38 4.37 0.46
H -1.46 1.55 2.18
H 2.16 -0.74 -0.19
H 1.28 -1.11 1.27
H 1.55 -2.31 -0.17
H -0.75 -0.01 -2.08
H 0.98 0.62 -1.39
H 0.65 -1.02 -2.44
H -1.86 -1.74 -0.94
H -0.22 -2.81 -1.01
H -1.02 -2.32 0.52
```

The spin multiplicity is 3. The calculation puts the LUMO energy (spin up / spin down) at -2.74 / -6.36 eV. The frontier orbital gap (spin up / spin down) comes out at 6.8 / 8.4 eV. The charge is +1.

Tell me which of them is the most stable. Sure, it is run B.